Molecular formula: C28H30BN9OSn
Method: DFT, ωB97M-V/def2-TZVPD

Last column: Mulliken charge in e.
Positions of all 70 atoms, in Å:
H: 0.61243 -0.58415 -3.92305  0.257
H: 0.77056 4.54784 1.34456  -0.046
H: -2.36616 -3.03415 3.89234  0.587
N: 0.42388 1.49555 -3.56520  0.182
H: 2.02258 0.18815 -3.18951  0.277
H: 0.77121 3.84654 3.18649  -0.098
C: -2.31316 1.60487 1.08259  -0.553
C: -2.54072 -1.54741 -0.55022  -0.481
H: -1.38823 -0.16600 -1.70562  0.399
H: -3.92497 3.00414 1.63890  0.511
C: -0.53713 2.98983 -1.87375  -0.784
C: -3.61378 -2.43863 -0.52589  -0.566
H: -3.84971 -2.96620 0.38724  0.499
H: -4.62160 -2.09689 -3.73871  0.449
C: -0.08247 2.33972 -4.65649  -1.055
C: -2.22527 -0.85302 -1.71294  0.940
O: 0.60816 0.93609 -1.41346  -0.603
H: -1.16953 2.39497 -4.63828  0.399
H: 0.37751 -1.98238 -1.77717  0.444
N: 4.41564 -5.88604 -1.36586  -0.427
C: -4.35616 -2.62637 -1.67489  -0.711
C: -1.80072 3.52198 2.00092  -0.270
Sn: 0.35336 0.08767 0.60264  3.503
N: 1.96153 1.38488 1.23187  0.146
C: 1.16928 -2.32805 -1.12646  -0.514
H: -2.79129 0.74185 0.65699  0.612
N: -0.96518 1.68309 1.18966  0.191
N: 1.93549 2.66119 1.66749  -0.046
C: -1.53328 -2.34573 3.91474  -0.443
C: 4.06575 2.11412 1.36084  -1.169
H: 1.34303 0.14176 3.72314  0.588
H: -5.19105 -3.31345 -1.66667  0.430
C: 3.18322 3.10985 1.76239  -0.257
C: 3.20368 -3.24776 0.56397  -0.820
H: -1.78184 4.49569 2.46279  0.473
C: -0.79296 -2.10838 5.06669  -0.513
H: -0.64506 3.72024 -2.66725  0.592
C: 0.19809 1.75630 -2.29639  0.357
H: 5.13922 2.15885 1.31561  0.459
N: -1.73104 -1.29893 0.59024  1.064
H: -1.03414 -2.61844 5.98921  0.435
H: 1.65785 0.46190 -4.90213  0.492
B: 0.71484 3.55410 2.02212  -0.190
C: 1.92016 -3.44035 -1.48286  -0.913
H: -2.72828 -0.51154 -3.76846  0.479
C: -2.88047 2.75346 1.58474  -1.226
H: 0.32581 3.34720 -4.60094  0.376
C: 1.22647 0.31787 -3.91705  -0.933
H: -1.52822 2.70691 -1.50985  0.187
H: 3.52744 0.07614 0.66097  0.814
H: 1.71034 -3.96663 -2.40442  0.513
H: 0.22240 1.90265 -5.60098  0.336
C: -1.19083 -1.67355 2.76000  -0.091
H: 2.65123 -1.66091 1.88975  0.579
N: -0.16842 -0.81577 2.70146  0.274
C: -4.03786 -1.93802 -2.84212  -0.620
C: 1.47394 -1.69272 0.06693  0.702
C: 2.45520 -2.13940 0.93924  -0.567
C: 0.53445 -0.57502 3.80935  -0.404
C: 0.25255 -1.20241 5.01313  -0.913
H: 0.00480 3.44021 -1.04096  0.065
C: 3.75527 -5.00210 -1.04908  -0.324
H: 0.84889 -0.98017 5.88643  0.481
H: 3.38405 4.10730 2.11786  0.481
H: 3.98821 -3.61580 1.21147  0.510
C: 2.94467 -3.88150 -0.64912  0.480
N: -1.98290 -1.92959 1.61938  -0.991
N: -0.66655 2.87324 1.75261  -0.182
C: 3.25792 1.04954 1.03051  -0.724
C: -2.97212 -1.04823 -2.86146  -1.134

Forces on the atoms, in the same order (eV/Å):
H 0.0 0.0 0.0
H 0.0 -0.1 -0.1
H 0.0 0.0 0.0
N 0.2 -0.1 0.0
H 0.0 0.0 0.0
H -0.1 -0.1 0.0
C 0.0 0.2 0.1
C -0.2 -0.2 -0.1
H 0.0 0.0 -0.1
H 0.0 0.0 0.0
C 0.1 -0.1 0.0
C 0.0 0.0 0.2
H 0.0 0.0 0.0
H 0.0 0.0 0.0
C -0.1 0.2 0.0
C 0.1 0.1 0.1
O 0.0 -0.6 0.4
H 0.0 0.0 0.0
H 0.0 0.0 0.0
N 0.0 0.0 0.0
C 0.0 0.0 0.0
C -0.1 0.0 0.0
Sn 0.4 0.4 0.3
N -0.1 -0.6 -0.1
C 0.5 -0.3 0.1
H 0.0 0.1 0.0
N -0.2 -0.7 -0.5
N 0.0 0.0 0.1
C -0.1 -0.1 0.1
C 0.0 -0.1 0.0
H 0.0 0.0 0.0
H 0.0 0.0 0.0
C 0.2 -0.1 0.0
C 0.0 0.1 0.2
H 0.1 0.0 0.0
C 0.0 0.0 -0.1
H 0.0 0.0 0.0
C -0.3 0.3 0.1
H 0.0 0.0 0.0
N 0.7 0.4 -0.2
H 0.0 0.0 0.0
H 0.0 0.0 0.0
B 0.1 0.5 0.2
C -0.2 0.0 -0.1
H 0.0 0.0 0.0
C 0.0 0.0 0.0
H 0.1 0.0 0.0
C 0.0 -0.1 0.1
H 0.0 0.0 0.0
H 0.0 0.0 -0.1
H 0.1 0.0 0.0
H 0.0 0.0 0.0
C 0.1 0.0 0.0
H 0.0 0.0 0.0
N 0.2 0.4 -0.3
C 0.0 0.0 0.0
C -1.0 1.2 0.2
C 0.0 -0.5 -0.3
C 0.1 0.1 -0.1
C 0.0 0.0 0.0
H 0.0 0.0 0.0
C 0.0 0.0 0.0
H 0.0 0.0 0.0
H -0.1 0.0 0.0
H 0.0 0.0 0.0
C 0.1 0.0 0.0
N -0.3 -0.3 0.0
N 0.0 -0.1 0.0
C 0.0 0.1 0.1
C 0.0 0.0 0.0

The calculation puts the total energy at -51475.2892 eV. As for the charge: +2.

---

Molecular formula: C28H30F5N4OS
Method: DFT, ωB97M-V/def2-TZVPD

Last column: Mulliken charge in e.
Positions of all 69 atoms, in Å:
H: 1.62456 7.64723 4.44643  0.484
C: -3.35591 6.43387 0.64313  -0.731
C: 1.60495 3.53217 6.13904  -0.276
H: -1.37293 -2.87421 1.91719  0.369
C: -2.60248 -1.09838 2.07483  -0.692
H: 1.05996 -2.48663 3.65059  0.300
C: -1.47394 -1.98494 2.55524  -0.654
H: -1.30023 2.58632 2.18905  0.799
H: -3.56464 -1.55302 2.33000  0.372
C: -0.75658 4.31255 3.36798  -0.507
S: 1.53008 0.62443 2.43644  -0.106
C: -2.46949 0.26387 2.70496  -0.797
C: -3.10377 3.64101 0.50858  -0.185
F: 2.42915 2.40107 11.68003  -0.281
H: -3.22881 0.94558 2.32209  0.395
C: 1.44045 2.13146 8.16788  -0.089
H: -4.61008 3.71852 -1.02580  0.395
H: -1.66478 -2.31130 3.59527  0.311
C: -2.31304 4.36294 1.44993  0.517
F: 2.07328 0.52219 6.53631  -0.255
C: 3.00744 0.35509 8.71085  0.044
H: -4.86007 6.21182 -0.88986  0.395
C: -1.43231 3.67001 2.34257  -0.271
N: 2.17439 5.78679 6.33301  0.274
H: 0.99914 -2.85511 1.90456  0.334
F: 3.93123 0.24066 10.89287  -0.278
H: 2.62081 -1.23261 1.44933  0.347
H: -2.96739 2.55547 0.45166  0.418
C: -2.44683 5.78634 1.46692  -0.256
H: 0.07388 3.66836 7.63677  0.373
H: -2.62301 0.16303 3.79375  0.250
C: 0.66056 2.88437 7.14152  -0.678
H: 0.62209 6.59987 3.41164  0.333
H: 2.91035 -1.16438 3.22530  0.355
C: 1.52369 2.56973 9.48736  0.336
N: 0.93092 4.33871 5.12247  0.610
H: -2.54395 -1.01564 0.98504  0.301
C: 0.14748 3.70322 4.23167  0.503
C: 2.15684 -1.08148 2.43261  -0.415
H: -0.02077 7.43911 6.26976  0.487
C: -4.15239 5.69487 -0.24703  -0.366
C: 1.43177 6.60936 4.14458  -1.550
H: 2.21106 2.74940 5.65562  0.590
H: 3.36358 7.50486 6.09685  0.307
H: -1.05310 6.29838 5.37473  0.315
C: -0.19172 6.37788 6.04503  -1.379
O: 3.43570 4.31956 7.59650  -0.678
C: 1.00235 -2.04345 2.64411  -0.800
H: -3.43531 7.52393 0.69244  0.392
H: 0.27220 2.61325 4.21804  0.414
H: 2.33800 6.19495 3.68611  0.388
H: -0.41715 5.85310 6.98304  0.314
H: 2.01559 7.66427 7.25495  0.327
C: 2.16568 0.99808 7.81099  0.247
H: -0.01944 2.21087 6.60173  0.454
C: 2.78369 6.98286 6.86853  -0.971
C: 2.35109 1.94545 10.41470  0.293
H: 3.45844 6.69660 7.68035  0.375
H: -0.96106 5.36814 3.53206  -0.279
F: 0.81780 3.66853 9.86570  -0.348
C: 1.06138 5.78993 5.38271  0.090
C: 2.52062 4.55490 6.81030  -0.006
F: 3.72899 -0.71727 8.32941  -0.291
C: -4.01243 4.29546 -0.31684  -0.769
C: 3.10890 0.84278 10.01495  0.656
H: -1.80834 6.37682 2.13590  0.317
N: -1.17698 0.88516 2.43070  -0.185
C: -0.14145 0.08822 2.44551  0.270
N: -0.21282 -1.26420 2.49142  0.041

Forces on the atoms, in the same order (eV/Å):
H -0.1 -0.3 -0.1
C 0.0 -0.1 0.0
C 1.1 0.0 -0.1
H -0.1 0.1 0.2
C -0.2 -0.3 -0.4
H -0.1 0.0 -0.2
C -0.1 -0.2 0.2
H 0.1 0.3 0.2
H 0.1 0.0 -0.1
C -0.7 0.5 -0.6
S -0.2 0.2 0.1
C 0.1 0.2 0.1
C 0.5 0.2 0.5
F 0.0 -0.3 -0.9
H -0.2 0.0 0.1
C 0.1 -0.4 0.3
H 0.2 0.2 0.2
H 0.1 0.0 -0.3
C -0.9 1.1 -0.8
F 0.1 0.3 0.7
C 0.2 -0.2 -0.1
H 0.1 -0.1 0.1
C 0.6 0.6 0.5
N 0.1 -0.8 0.3
H 0.1 0.2 0.2
F -0.6 0.4 -0.6
H 0.0 -0.1 0.4
H -0.1 0.4 0.0
C 0.0 -0.6 0.1
H 0.0 -0.3 -0.1
H 0.0 0.2 -0.2
C -0.6 0.2 0.1
H 0.2 0.1 0.1
H -0.2 0.0 -0.4
C 0.0 0.3 0.0
N -1.3 -1.2 -0.9
H -0.1 0.1 0.1
C 1.0 0.4 0.8
C 1.0 0.1 -0.4
H -0.1 -0.3 -0.1
C 0.4 -0.5 0.3
C 0.2 -0.3 -0.1
H -0.1 0.3 0.1
H -0.1 -0.1 0.2
H 0.1 0.1 0.2
C -0.1 -0.2 0.1
O -1.4 0.1 -0.9
C -0.3 0.2 0.3
H 0.0 -0.4 -0.1
H -0.1 0.3 0.0
H -0.2 0.1 0.0
H 0.0 0.1 -0.2
H 0.2 -0.1 0.0
C 0.1 -0.1 0.0
H 0.1 0.2 0.1
C 0.0 0.5 -0.2
C 0.0 0.1 0.4
H -0.2 0.0 -0.2
H 0.2 -0.3 -0.1
F 0.5 -0.8 -0.2
C 0.0 0.8 0.3
C 1.2 0.1 0.3
F -0.5 0.7 0.3
C 0.0 0.4 0.0
C 0.2 -0.2 0.3
H -0.4 -0.2 -0.4
N 1.7 -1.2 0.4
C -1.7 -0.1 0.0
N 0.1 -0.4 0.1

The calculation puts the total energy at -61946.8092 eV. As for the charge: +1.

---

Molecular formula: C28H30N2O3
Method: DFT, ωB97M-V/def2-TZVPD

Last column: Mulliken charge in e.
Positions of all 63 atoms, in Å:
H: 5.49198 -1.21314 1.59963  0.276
O: 1.49321 0.25064 -2.71866  -0.561
H: -0.85741 -1.66609 -1.57399  0.892
C: -0.97149 1.63489 -2.76533  -1.516
C: 4.05734 -2.14495 2.90690  -0.840
H: 5.14972 1.51660 1.03732  0.265
C: 0.42276 -0.64307 -0.16240  -0.558
C: -1.61874 0.93084 1.86776  0.329
H: -1.67815 2.24619 3.57389  0.421
C: -5.69117 -0.04875 -0.62889  -0.956
H: 4.77095 -2.94506 3.12586  0.372
C: 0.47031 -0.36543 -2.97152  -0.258
H: -6.13293 -1.01542 -0.32910  0.333
H: 4.00943 3.51147 1.81090  0.387
H: -0.58698 0.66081 2.02207  0.520
H: -2.58883 -2.11507 -4.59480  0.547
H: -2.22144 -2.64448 -2.96708  0.248
C: -0.88588 0.08942 -2.45170  2.313
C: -2.09283 -0.47526 -0.33107  0.145
C: -4.37151 1.57561 1.61518  -1.138
H: 3.56289 -3.20586 1.10544  0.300
H: 1.60278 2.97125 1.03648  0.332
C: -0.85325 -0.65758 -1.10819  0.347
C: -3.34063 -0.87690 -0.81087  -1.736
H: -5.44574 1.71373 1.52569  0.259
H: -1.29127 1.86254 -3.82247  0.364
C: 2.27760 -1.48205 1.20930  0.535
H: 0.85354 -2.76550 0.24516  0.431
H: -0.39081 -1.65083 -5.19179  0.343
H: -4.11302 2.70615 3.42396  0.367
H: 0.27486 1.47003 -0.30827  0.270
H: -5.82520 0.09042 -1.71548  0.292
H: 0.02175 2.09958 -2.67005  0.463
H: -0.25631 -3.21312 -4.37735  0.361
C: 4.53937 1.43572 1.95322  -0.654
C: -1.90306 -1.94566 -3.75964  -0.870
O: 0.55288 -1.66881 -3.36666  -0.317
C: 3.03609 -2.60078 1.85868  -0.703
C: 2.78039 -0.15396 1.32156  0.348
C: 2.02002 0.91634 0.78063  0.706
C: -2.10107 -0.51312 -3.31074  0.007
N: -4.28818 -0.04446 -0.28210  0.279
H: 2.99606 2.57085 2.92716  0.301
C: 2.47216 2.32987 0.85615  -0.914
N: 3.92452 0.12436 2.02182  -0.006
C: -3.70749 0.76226 0.70019  -0.275
H: 5.45667 -0.52074 3.24377  0.387
O: -3.10588 0.13760 -3.57587  -0.609
C: -2.25149 1.80342 2.76781  -1.070
H: 5.20450 1.53041 2.82181  0.416
C: -0.51148 -2.16820 -4.23992  -0.673
C: 4.82906 -0.92562 2.43614  -0.619
H: -3.59903 -1.63634 -1.55264  0.525
C: 1.12901 -1.71347 0.43794  -1.128
C: 3.50707 2.54945 1.95493  -0.898
H: 3.54709 -1.90365 3.84950  0.299
H: -1.70625 2.11642 -2.11002  0.312
C: 0.86019 0.64248 0.08107  -0.560
C: -3.61330 2.09904 2.66989  -0.639
H: 2.88099 2.65058 -0.11590  0.332
C: -2.33481 0.42345 0.78457  1.210
H: -6.18676 0.78035 -0.10214  0.289
H: 2.32720 -3.27941 2.34223  0.374

Forces on the atoms, in the same order (eV/Å):
H 0.0 0.0 0.1
O -1.6 -1.0 -1.1
H -0.1 0.0 1.0
C 0.1 0.2 0.4
C -0.1 0.1 0.2
H 0.1 0.0 0.1
C -0.6 0.4 -0.8
C -0.1 0.9 0.5
H 0.0 -0.2 0.0
C -0.2 -0.3 0.0
H -0.2 0.0 0.0
C 2.0 0.1 0.8
H -0.1 0.5 -0.1
H -0.1 -0.1 0.1
H 0.1 0.1 0.0
H 0.0 0.0 0.1
H 0.3 0.3 -0.1
C -0.3 1.7 -3.1
C -1.3 -0.6 0.2
C 0.5 0.0 0.5
H -0.1 0.2 0.0
H 0.1 0.0 0.0
C 0.9 -2.8 1.6
C 1.1 1.2 0.4
H 0.2 0.2 0.2
H 0.2 -0.7 1.1
C -0.1 1.1 -0.4
H -0.1 0.6 0.2
H 0.1 -0.1 -0.2
H 0.2 0.0 -0.2
H 0.2 0.0 0.0
H 0.1 0.0 0.4
H -0.4 -0.2 0.4
H -0.1 -0.1 0.0
C -0.1 0.1 -0.3
C -1.2 -0.1 0.2
O -0.4 0.1 -0.7
C 0.2 -0.7 0.1
C -1.3 0.0 -0.3
C 0.0 -0.8 -0.2
C -0.4 1.0 0.5
N -0.3 0.2 0.6
H 0.2 0.0 -0.1
C 0.3 0.7 0.1
N 0.7 0.2 0.8
C -0.6 -1.0 -0.1
H -0.1 -0.2 -0.2
O 1.8 -1.1 0.3
C 0.3 -0.6 -0.4
H -0.1 0.0 -0.2
C 1.4 0.4 0.0
C -0.1 -0.1 -0.3
H 0.1 0.6 0.3
C -0.3 0.2 -0.7
C -0.2 0.1 0.1
H 0.1 0.0 -0.2
H 0.2 0.0 -0.1
C 0.5 -0.1 0.3
C -0.7 -0.1 -0.7
H 0.0 -0.2 0.2
C -0.7 0.4 -0.8
H 0.1 -0.5 -0.3
H 0.0 0.0 -0.1

The calculation puts the total energy at -38644.7343 eV. As for the charge: 0. The value obtained for the energy above the lowest of the compared OMol25 structures with the same formula, charge and spin is 18.7 kcal/mol. The SMILES is Cn1cc([C@H](c2cc3c4c(c2)CCCN4CCC3)[C@]2(C)C(=O)CCOC2=O)c2ccccc21.